Record 1
Entry from OMol25: C7H17N as an isolated structure in a non-equilibrium geometry (wB97M-V/def2-TZVPD).

Its HOMO energy is -7.895 eV. Its total charge is 0. The calculation puts the relative energy (zero: lowest compared OMol25 entry of this formula, charge and spin) at 5.5701 eV. The HOMO-LUMO gap comes out at 8.09 eV.

Last column: natural (NBO) charge in e.
Cartesian coordinates (Å):
C -3.062 -0.938 0.281  -0.609
N 0.048 0.493 -0.725  -0.604
C 0.238 -0.317 0.273  0.354
C 1.460 0.940 -0.479  -0.107
C 1.925 1.427 0.971  -0.625
C 2.644 -0.014 -0.874  -0.630
C 0.414 -1.863 0.076  -0.760
C -3.416 0.572 0.213  -0.620
H -2.036 -1.050 0.656  0.192
H -3.050 -1.318 -0.754  0.208
H -3.786 -1.557 0.800  0.208
H 0.058 -0.037 1.376  0.153
H 1.611 1.872 -1.101  0.231
H 2.964 1.974 0.887  0.224
H 1.094 1.934 1.390  0.210
H 2.106 0.561 1.658  0.191
H 3.615 0.160 -0.301  0.209
H 2.336 -0.983 -0.862  0.202
H 2.854 0.305 -1.966  0.212
H 1.365 -2.398 0.288  0.252
H -0.240 -2.498 0.683  0.239
H 0.076 -2.146 -0.953  0.241
H -2.794 1.214 0.874  0.207
H -3.177 0.973 -0.812  0.218
H -4.547 0.707 0.448  0.204

***

Record 2
Entry from OMol25: one molecule with the formula C7H17N in a non-equilibrium geometry (wB97M-V/def2-TZVPD).

Its HOMO energy is -8.415 eV. Its total charge is 0. The calculation puts the relative energy (zero: lowest compared OMol25 entry of this formula, charge and spin) at 1.6311 eV. The HOMO-LUMO gap comes out at 9.54 eV. The SMILES is CCCCCNCC.

Last column: natural (NBO) charge in e.
Cartesian coordinates (Å):
C -0.715 -0.781 -3.304  -0.617
C 0.043 0.258 -2.491  -0.406
C -0.798 0.581 -1.266  -0.409
C 0.034 1.606 -0.381  -0.403
C 0.754 0.874 0.776  -0.214
N -0.211 0.288 1.639  -0.645
C 0.197 -0.258 2.923  -0.212
C 0.751 -1.666 3.023  -0.633
H -1.142 -1.618 -2.763  0.203
H -0.056 -1.342 -3.984  0.210
H -1.500 -0.250 -3.861  0.209
H 0.147 1.184 -3.103  0.196
H 1.083 0.095 -2.170  0.200
H -1.325 -0.299 -0.886  0.200
H -1.685 1.196 -1.595  0.197
H -0.676 2.406 -0.116  0.210
H 0.598 2.154 -1.170  0.209
H 1.501 0.160 0.343  0.157
H 1.376 1.659 1.339  0.190
H -0.894 -0.261 1.142  0.363
H 0.735 0.553 3.450  0.193
H -0.765 -0.345 3.490  0.183
H 1.479 -1.820 2.206  0.201
H 1.125 -2.017 3.984  0.220
H -0.055 -2.357 2.774  0.199

***

Record 3
Entry from OMol25: an isolated ion of composition C7H17N and charge +1 in a non-equilibrium geometry (wB97M-V/def2-TZVPD).

Its spin multiplicity is 2. Its HOMO energy (spin up / spin down) is -15.016 / -15.059 eV. Its total charge is +1. The calculation puts the relative energy (zero: lowest compared OMol25 entry of this formula, charge and spin) at 1.1716 eV. The HOMO-LUMO gap (spin up / spin down) comes out at 12.53 / 8.23 eV.

Last column: natural (NBO) charge in e.
Cartesian coordinates (Å):
C -1.104 -0.878 1.025  -0.426
C -1.587 -1.034 2.488  -0.658
C 0.212 -0.069 1.068  -0.289
N 0.583 0.895 0.034  0.038
C 1.856 0.860 -0.738  -0.256
C 2.348 -0.610 -0.957  -0.629
C -0.544 1.360 -0.776  -0.286
C -1.062 0.549 -1.971  -0.623
H -0.861 -1.909 0.741  0.235
H -1.886 -0.538 0.331  0.229
H -1.353 -2.017 2.910  0.245
H -1.454 -0.120 3.067  0.218
H -2.655 -1.228 2.723  0.254
H 0.118 0.555 1.984  0.271
H 1.066 -0.720 1.324  0.248
H 2.595 1.253 -0.009  0.260
H 1.708 1.473 -1.626  0.243
H 1.864 -1.340 -0.336  0.227
H 2.169 -0.922 -2.003  0.239
H 3.433 -0.647 -0.978  0.254
H -1.441 1.690 -0.243  0.253
H -0.107 2.285 -1.230  0.233
H -1.736 -0.237 -1.620  0.227
H -0.352 0.198 -2.705  0.234
H -1.811 1.152 -2.505  0.259

***

Record 4
Entry from OMol25: one molecule with the formula C7H17N2O2P in a non-equilibrium geometry (wB97M-V/def2-TZVPD).

Its HOMO energy is -7.770 eV. Its total charge is 0. The calculation puts the relative energy (zero: lowest compared OMol25 entry of this formula, charge and spin) at 3.3365 eV. The HOMO-LUMO gap comes out at 8.57 eV. The SMILES is CN(CCO)P1CCC[C@H](O)N1.

Last column: natural (NBO) charge in e.
Cartesian coordinates (Å):
C 0.543 0.193 1.887  -0.438
N 0.914 -0.407 0.656  -0.747
C 2.134 -1.222 0.649  -0.258
C 3.390 -0.428 0.256  -0.067
O 3.245 0.692 -0.573  -0.736
P -0.534 -1.409 -0.265  1.138
C -0.480 -0.583 -1.936  -0.753
C -1.563 0.604 -2.011  -0.398
C -1.658 1.281 -0.642  -0.464
C -2.615 0.480 0.252  0.273
O -2.771 1.012 1.567  -0.722
N -1.978 -0.916 0.350  -1.031
H 0.582 1.287 1.596  0.175
H -0.555 0.003 2.093  0.194
H 1.171 0.077 2.738  0.202
H 2.107 -2.100 -0.131  0.197
H 2.265 -1.729 1.593  0.188
H 4.076 -1.095 -0.361  0.165
H 4.003 0.015 1.102  0.163
H 2.377 0.929 -0.801  0.477
H -0.723 -1.452 -2.626  0.236
H 0.586 -0.345 -2.152  0.240
H -2.570 0.103 -2.177  0.198
H -1.435 1.366 -2.739  0.221
H -0.590 1.211 -0.214  0.232
H -2.007 2.295 -0.723  0.227
H -3.536 0.337 -0.274  0.179
H -2.033 1.500 1.898  0.483
H -2.347 -1.698 0.988  0.429

***

Record 5
Entry from OMol25: an isolated ion of composition C7H17N2S and charge +1 in a non-equilibrium geometry (wB97M-V/def2-TZVPD).

Its spin multiplicity is 3. Its HOMO energy (spin up / spin down) is -8.629 / -12.848 eV. Its total charge is +1. The calculation puts the relative energy (zero: lowest compared OMol25 entry of this formula, charge and spin) at 0.0000 eV. The HOMO-LUMO gap (spin up / spin down) comes out at 5.81 / 6.54 eV.

Last column: natural (NBO) charge in e.
Cartesian coordinates (Å):
C -0.343 -1.626 -0.207  -0.413
C 0.301 -1.124 1.139  -0.253
C 1.853 0.722 1.170  -0.486
C -1.432 -0.704 -0.866  0.157
C -2.868 -1.023 -0.388  -0.645
C -1.191 -0.727 -2.423  -0.634
C 3.606 2.598 1.577  -0.775
N -1.106 0.764 -0.507  -0.750
N 0.716 0.270 1.274  -0.452
S 2.027 2.302 0.762  0.715
H 0.406 -1.623 -0.867  0.206
H -0.725 -2.568 0.060  0.243
H -0.404 -1.331 1.949  0.218
H 1.185 -1.729 1.296  0.205
H 2.835 0.117 1.196  0.184
H -3.536 -0.293 -0.831  0.216
H -3.029 -1.144 0.737  0.243
H -3.199 -1.911 -0.805  0.245
H -2.124 -0.276 -2.897  0.230
H -1.123 -1.865 -2.726  0.254
H -0.298 -0.155 -2.676  0.215
H 4.292 3.242 1.058  0.254
H 3.982 1.610 1.797  0.247
H 3.435 3.086 2.476  0.256
H -2.052 1.307 -0.332  0.437
H -0.527 0.796 0.347  0.452
H -0.679 1.284 -1.314  0.430

***

Record 6
Entry from OMol25: one molecule with the formula C7H17N3OS in a non-equilibrium geometry (wB97M-V/def2-TZVPD).

Its HOMO energy is -8.457 eV. Its total charge is 0. The calculation puts the relative energy (zero: lowest compared OMol25 entry of this formula, charge and spin) at 0.0000 eV. The HOMO-LUMO gap comes out at 9.15 eV. The SMILES is [H]/N=C(/NCCS)NC[C@H](O)CC.

Last column: natural (NBO) charge in e.
Cartesian coordinates (Å):
H 0.654 1.349 -0.177  0.350
N -0.075 1.291 -0.907  -0.824
C -0.821 0.257 -0.528  0.600
N -1.832 -0.176 -1.293  -0.629
C -2.103 0.333 -2.599  -0.225
C -3.222 1.419 -2.613  -0.552
S -3.025 2.798 -1.484  -0.073
N -0.665 -0.440 0.676  -0.647
C 0.057 0.005 1.843  -0.236
C 1.596 -0.194 1.821  0.092
O 2.268 0.752 1.045  -0.721
C 2.019 -1.577 1.318  -0.421
C 3.477 -1.847 1.457  -0.614
H -2.649 -0.470 -0.796  0.387
H -2.376 -0.449 -3.350  0.197
H -1.190 0.808 -2.994  0.237
H -4.127 0.831 -2.427  0.200
H -3.448 1.734 -3.672  0.215
H -1.711 2.594 -1.351  0.177
H -1.000 -1.385 0.611  0.390
H -0.116 1.091 1.901  0.203
H -0.366 -0.520 2.697  0.212
H 1.945 -0.043 2.835  0.155
H 2.168 1.629 1.433  0.472
H 1.645 -1.658 0.278  0.216
H 1.346 -2.326 1.806  0.196
H 3.762 -2.833 1.085  0.213
H 4.029 -1.110 0.837  0.229
H 3.761 -1.861 2.550  0.202

***

Record 7
Entry from OMol25: an isolated ion of composition C7H17N4S and charge +1 in a non-equilibrium geometry (wB97M-V/def2-TZVPD).

Its spin multiplicity is 3. Its HOMO energy (spin up / spin down) is -10.277 / -12.821 eV. Its total charge is +1. The HOMO-LUMO gap (spin up / spin down) comes out at 7.76 / 6.87 eV.

Last column: natural (NBO) charge in e.
Cartesian coordinates (Å):
C -1.889 0.366 0.164  -0.039
C 0.403 -0.931 -0.189  0.212
C 0.554 -1.231 1.380  -0.607
C 1.618 -1.566 -0.897  -0.616
C -3.225 -1.804 -0.001  -0.419
C 2.090 1.602 0.488  -0.422
C 0.430 2.735 -0.822  -0.404
N -0.820 -1.509 -0.590  -0.436
N 0.273 0.501 -0.608  -0.099
N -2.018 -0.891 -0.097  -0.288
N 0.692 1.610 0.080  -0.292
S -2.319 1.738 0.809  0.076
H 1.589 -1.189 1.742  0.225
H 0.012 -1.995 1.656  0.230
H 0.114 -0.325 1.796  0.195
H 1.689 -1.445 -1.977  0.236
H 1.538 -2.607 -0.600  0.253
H 2.543 -1.242 -0.458  0.224
H -3.109 -2.403 0.955  0.231
H -4.078 -0.976 0.089  0.238
H -3.293 -2.471 -0.884  0.240
H 2.314 2.637 0.645  0.244
H 2.131 1.124 1.493  0.234
H 2.479 0.968 -0.282  0.237
H 0.329 3.669 -0.244  0.233
H 1.204 2.743 -1.519  0.223
H -0.524 2.439 -1.278  0.258
H -0.770 -1.338 -1.682  0.368
H 0.042 1.791 0.830  0.463

***

Record 8
Entry from OMol25: a 2-piece molecular cluster, C7H17NO overall in a non-equilibrium geometry (wB97M-V/def2-TZVPD).

Its HOMO energy is -8.704 eV. Its total charge is 0. The calculation puts the relative energy (zero: lowest compared OMol25 entry of this formula, charge and spin) at 2.5528 eV. The HOMO-LUMO gap comes out at 9.53 eV. The SMILES is CCN(C)C(C)=O.CC.

Last column: natural (NBO) charge in e.
Cartesian coordinates (Å):
C -2.084 0.462 2.111  -0.608
C -0.557 0.402 1.641  -0.202
N -0.011 0.936 0.429  -0.447
C -0.962 1.295 -0.652  -0.423
C 1.361 1.033 0.143  0.668
C 2.358 1.243 1.256  -0.715
O 1.526 1.223 -1.070  -0.632
H -2.161 -0.355 2.792  0.224
H -2.616 0.248 1.178  0.201
H -2.335 1.468 2.455  0.213
H 0.005 1.024 2.461  0.186
H -0.380 -0.676 1.700  0.179
H -1.891 1.241 -0.125  0.199
H -0.595 2.224 -1.064  0.221
H -0.705 0.596 -1.570  0.218
H 3.174 0.470 1.258  0.243
H 2.751 2.250 1.153  0.249
H 1.968 1.234 2.293  0.225
C 0.023 -1.816 -2.748  -0.616
C 0.194 -2.276 -1.325  -0.618
H 1.038 -1.979 -3.218  0.205
H -0.634 -2.248 -3.503  0.210
H -0.179 -0.732 -2.831  0.206
H 1.061 -1.743 -0.936  0.215
H 0.299 -3.370 -1.228  0.207
H -0.647 -2.153 -0.603  0.194

***

Record 9
Entry from OMol25: C7H17NO2 as an isolated structure in a non-equilibrium geometry (wB97M-V/def2-TZVPD).

Its HOMO energy is -9.090 eV. Its total charge is 0. The calculation puts the relative energy (zero: lowest compared OMol25 entry of this formula, charge and spin) at 2.9185 eV. The HOMO-LUMO gap comes out at 9.84 eV.

Last column: natural (NBO) charge in e.
Cartesian coordinates (Å):
C -3.315 1.153 -0.020  -0.603
C -2.385 -0.009 0.308  -0.396
C -1.027 0.126 -0.376  -0.386
C -0.008 -0.963 0.000  -0.339
C -0.307 -2.299 -0.682  -0.601
C 1.418 -0.505 -0.270  0.803
O 2.303 -1.246 -0.673  -0.571
H -4.293 1.031 0.468  0.214
H -2.884 2.109 0.312  0.201
H -3.491 1.223 -1.104  0.204
H -2.231 -0.068 1.397  0.194
H -2.865 -0.953 0.009  0.200
H -1.168 0.133 -1.471  0.203
H -0.610 1.107 -0.099  0.198
H -0.074 -1.113 1.091  0.231
H 0.406 -3.071 -0.364  0.231
H -1.294 -2.677 -0.389  0.210
H -0.275 -2.190 -1.775  0.218
O 1.779 1.027 -1.877  -0.976
H 0.897 1.311 -2.136  0.462
N 1.988 0.704 0.775  -0.769
C 3.269 0.632 1.458  -0.412
H 1.264 1.157 1.318  0.369
H 3.248 -0.122 2.258  0.177
H 4.053 0.352 0.743  0.218
H 3.523 1.606 1.897  0.202
H 2.079 1.546 -0.797  0.517